--- a ---
Formula: Cl2H2NOP
Source: OMol25
Level of theory: the ωB97M-V functional and the def2-TZVPD basis

## Properties
Orbital gap (alpha / beta) (eV): 7.97 / 8.09

Bonds (Å) are listed after each position.
Positions of all 7 atoms, in Å:
1 N 1.8852 -0.5785 -0.5510  H6 1.018
2 O -0.4043 0.0461 1.0870  P3 1.646, H7 1.015
3 P -0.5142 0.2080 -0.5476  O2 1.646, Cl4 2.066, Cl5 2.096
4 Cl -1.9020 1.7317 -0.4027  P3 2.066
5 Cl -1.8195 -1.3514 -1.0565  P3 2.096
6 H 2.3281 0.2205 -0.1010  N1 1.018
7 H 0.4269 -0.2764 1.5718  O2 1.015



--- b ---
Formula: Cl2H2NOP
Source: OMol25
Level of theory: the ωB97M-V functional and the def2-TZVPD basis

## Properties
Orbital gap (eV): 8.77
SMILES: N=P(O)(Cl)Cl

Bonds (Å) are listed after each position.
Positions of all 7 atoms, in Å:
1 N 0.5629 0.2169 -0.9589  P2 2.012, H6 1.011
2 P -1.2083 0.0541 -0.0186  N1 2.012, O3 1.571, Cl4 1.984, Cl5 2.020
3 O -1.0568 0.0119 1.5445  P2 1.571, H7 0.960
4 Cl -2.5212 1.5240 -0.2467  P2 1.984
5 Cl -2.2937 -1.5901 -0.4662  P2 2.020
6 H 0.2814 0.1858 -1.9290  N1 1.011
7 H -0.2511 -0.4638 1.7574  O3 0.960



Relative energies, unit eV: a 2.151; b 0.000



--- a ---
Formula: CH4NO2S
Source: OMol25
Level of theory: the ωB97M-V functional and the def2-TZVPD basis

## Properties
Net charge: -1
Orbital gap (eV): 7.66

Bonds (Å) are listed after each position.
Positions of all 9 atoms, in Å:
1 C 0.7770 1.4590 0.4475  N2 1.251, H6 1.082, H7 1.163
2 N 1.0796 0.6511 1.3540  C1 1.251, H9 1.036
3 O -1.5466 -0.2728 -1.1430  S5 1.493
4 O -0.2889 -1.5229 0.5124  S5 1.508
5 S -0.4818 -1.3041 -0.9668  O3 1.493, O4 1.508, H8 1.593
6 H 1.2419 2.4273 0.3176  C1 1.082
7 H 0.0507 1.3579 -0.4557  C1 1.163
8 H -1.2558 -2.6513 -1.3163  S5 1.593
9 H 0.4239 -0.1443 1.2503  N2 1.036



--- b ---
Formula: CH4NO2S
Source: OMol25
Level of theory: the ωB97M-V functional and the def2-TZVPD basis

## Properties
Net charge: -1
Orbital gap (alpha / beta) (eV): 6.55 / 7.86

Bonds (Å) are listed after each position.
Positions of all 9 atoms, in Å:
1 C 1.2688 -1.1681 0.6244  S5 1.700, H6 1.066, H7 1.075
2 N -1.2235 1.6471 0.3781  H8 1.027, H9 1.018
3 O -1.0111 -1.5705 -0.9567  S5 1.501
4 O 0.8645 -0.0682 -1.6193  S5 1.461
5 S 0.1146 -0.6764 -0.5234  C1 1.700, O3 1.501, O4 1.461
6 H 1.3225 -0.1945 1.0559  C1 1.066
7 H 0.8090 -1.9410 1.2140  C1 1.075
8 H -1.6714 1.6359 -0.5458  N2 1.027
9 H -0.4734 2.3356 0.3727  N2 1.018



Relative energies, unit eV: a 0.000; b 2.480



--- a ---
Formula: C5H13N2
Source: OMol25
Level of theory: the ωB97M-V functional and the def2-TZVPD basis

## Properties
Net charge: +1
Orbital gap (eV): 5.74

Bonds (Å) are listed after each position.
Positions of all 20 atoms, in Å:
1 C 1.9629 -0.0092 -0.9201  C2 1.535, N7 1.447, H8 1.098, H9 1.099
2 C 0.9893 -0.4701 0.1737  C1 1.535, C3 1.547, H10 1.105, H11 1.082
3 C -0.1983 0.5217 0.2004  C2 1.547, C4 1.492, N6 1.463, H20 1.096
4 C -0.9519 0.1951 -1.0455  C3 1.492, H12 1.085, H13 1.088
5 C -1.7270 -0.6640 1.8990  N6 1.451, H14 1.086, H15 1.101, H16 1.084
6 N -0.9283 0.4678 1.4673  C3 1.463, C5 1.451, H17 1.008
7 N 1.3288 0.9493 -1.7986  C1 1.447, H18 1.029, H19 1.193
8 H 2.8741 0.4806 -0.5520  C1 1.098
9 H 2.1737 -0.9740 -1.4027  C1 1.099
10 H 1.5262 -0.4047 1.1372  C2 1.105
11 H 0.8222 -1.5192 -0.0322  C2 1.082
12 H -1.3082 -0.8297 -1.0652  C4 1.085
13 H -1.6439 0.9311 -1.4499  C4 1.088
14 H -1.6262 -1.4903 1.2010  C5 1.086
15 H -1.3903 -1.0922 2.8562  C5 1.101
16 H -2.7802 -0.4140 1.9564  C5 1.084
17 H -1.1816 1.3473 1.8887  N6 1.008
18 H 1.7394 0.8177 -2.7333  N7 1.029
19 H 0.1979 0.5885 -1.9161  N7 1.193
20 H 0.1212 1.5681 0.1358  C3 1.096



--- b ---
Formula: C5H13N2
Source: OMol25
Level of theory: the ωB97M-V functional and the def2-TZVPD basis

## Properties
Net charge: +1
Orbital gap (alpha / beta) (eV): 9.25 / 7.42

Bonds (Å) are listed after each position.
Positions of all 20 atoms, in Å:
1 C 0.4593 -0.4173 -1.1458  N6 1.394, N7 1.459, H8 1.044, H9 1.068
2 C -2.9180 -0.3965 0.4591  C5 1.538, H10 1.119, H11 1.115, H12 1.011
3 C 2.0391 -1.1654 0.6374  N7 1.443, H13 1.095, H14 1.111, H15 1.073
4 C 1.7112 1.2400 0.1616  N7 1.386, H16 1.207, H17 1.054, H18 1.159
5 C -1.7427 0.3270 -0.2202  C2 1.538, N6 1.421, H19 1.167, H20 1.126
6 N -0.6366 -0.5619 -0.2972  C1 1.394, C5 1.421
7 N 1.4088 -0.0890 -0.0875  C1 1.459, C3 1.443, C4 1.386
8 H 0.6886 -1.2701 -1.7017  C1 1.044
9 H 0.3808 0.4095 -1.8180  C1 1.068
10 H -3.6577 0.2406 1.0063  C2 1.119
11 H -3.4557 -0.8012 -0.4297  C2 1.115
12 H -2.5578 -1.1414 1.0405  C2 1.011
13 H 1.3775 -2.0102 0.4187  C3 1.095
14 H 3.1000 -1.1669 0.3077  C3 1.111
15 H 1.9385 -1.0218 1.6959  C3 1.073
16 H 2.6560 1.7951 -0.3443  C4 1.207
17 H 0.8584 1.8490 0.0527  C4 1.054
18 H 2.0185 1.3067 1.2766  C4 1.159
19 H -2.1032 0.9319 -1.1507  C5 1.167
20 H -1.3647 1.2063 0.3736  C5 1.126



--- c ---
Formula: C5H13N2
Source: OMol25
Level of theory: the ωB97M-V functional and the def2-TZVPD basis

## Properties
Net charge: +1
Orbital gap (eV): 10.46
SMILES: CCC/C([NH3+])=C/N

Bonds (Å) are listed after each position.
Positions of all 20 atoms, in Å:
1 C 0.1129 0.7197 -2.9613  C2 1.541, H8 1.086, H9 1.095, H10 1.091
2 C 0.4636 -0.0756 -1.6892  C1 1.541, C3 1.540, H11 1.097, H12 1.100
3 C -0.5834 0.1066 -0.5741  C2 1.540, C4 1.492, H13 1.095, H14 1.094
4 C -0.3282 -0.2711 0.8468  C3 1.492, N5 1.442, C6 1.357
5 N 0.3691 -1.4818 1.2048  C4 1.442, H15 1.029, H16 1.030, H17 1.024
6 C -0.5523 0.6136 1.8515  C4 1.357, N7 1.407, H18 1.082
7 N 0.1202 0.3872 3.0666  C6 1.407, H19 1.018, H20 1.014
8 H 0.7774 0.4891 -3.7883  C1 1.086
9 H 0.1618 1.7876 -2.7261  C1 1.095
10 H -0.9313 0.5786 -3.2442  C1 1.091
11 H 0.7210 -1.1084 -1.9548  C2 1.097
12 H 1.4051 0.3055 -1.2665  C2 1.100
13 H -1.4676 -0.3924 -0.9833  C3 1.095
14 H -0.7981 1.1785 -0.5474  C3 1.094
15 H 1.2716 -1.5368 0.7129  N5 1.029
16 H 0.4996 -1.4797 2.2267  N5 1.030
17 H -0.1078 -2.3147 0.8487  N5 1.024
18 H -1.3198 1.3466 1.6400  C6 1.082
19 H -0.4195 -0.0140 3.8308  N7 1.018
20 H 0.6059 1.1615 3.5063  N7 1.014



--- d ---
Formula: C5H13N2
Source: OMol25
Level of theory: the ωB97M-V functional and the def2-TZVPD basis

## Properties
Net charge: +1
Orbital gap (eV): 6.20

Bonds (Å) are listed after each position.
Positions of all 20 atoms, in Å:
1 C -0.8594 2.2109 -1.6484  C2 1.566, H8 1.083, H9 1.092, H19 1.081
2 C 0.3117 2.0091 -0.6291  C1 1.566, C3 1.448, H10 1.097, H11 1.088
3 C -0.0055 0.9105 0.2600  C2 1.448, C4 1.412, H12 1.086
4 C 0.9598 -0.0835 0.5302  C3 1.412, N5 1.296, H13 1.088
5 N 1.0335 -0.9583 1.4836  C4 1.296, C6 1.439
6 C -0.0652 -1.0742 2.4051  N5 1.439, H15 1.091, H16 1.091, H17 1.097
7 N 0.1856 -2.7023 -1.0558  H14 1.011, H18 1.020, H20 1.022
8 H -1.0129 3.2408 -1.9466  C1 1.083
9 H -1.8031 1.9002 -1.1951  C1 1.092
10 H 0.4088 2.9844 -0.1357  C2 1.097
11 H 1.2552 1.9056 -1.1610  C2 1.088
12 H -0.9660 0.9067 0.7672  C3 1.086
13 H 1.7966 -0.0870 -0.1644  C4 1.088
14 H 0.4896 -2.8693 -0.1063  N7 1.011
15 H -0.7780 -0.2509 2.4641  C6 1.091
16 H 0.3153 -1.2567 3.4106  C6 1.091
17 H -0.6314 -1.9808 2.1600  C6 1.097
18 H 0.8014 -3.2222 -1.6803  N7 1.020
19 H -0.7415 1.6145 -2.5425  C1 1.081
20 H -0.6943 -3.1973 -1.2155  N7 1.022



Relative energies, unit eV: a 3.999; b 3.669; c 0.000; d 2.364